#one
{"formula": "C2H5N3", "method": "wB97M-V/def2-TZVPD", "elements": ["H", "N", "N", "C", "N", "C", "H", "H", "H", "H"], "positions_angstrom": [[-2.17, 0.05, -1.18], [-2.18, 0.57, -0.28], [-1.32, 0.31, 0.53], [-0.29, -0.68, 0.22], [0.72, -0.03, -0.56], [1.66, 0.59, 0.01], [0.10, -1.05, 1.17], [-0.69, -1.50, -0.39], [1.80, 0.65, 1.09], [2.37, 1.09, -0.62]], "lowdin_charge": [0.064, 0.053, -0.085, -0.303, -0.036, -0.045, 0.102, 0.106, 0.080, 0.063], "smiles": "[H]/N=N\\CN=C", "orbital_gap_ev": 9.741}

#two
{"formula": "C2H5N3", "method": "wB97M-V/def2-TZVPD", "elements": ["H", "N", "C", "N", "N", "C", "H", "H", "H", "H"], "positions_angstrom": [[1.23, 1.09, -1.38], [0.26, 1.24, -1.12], [-0.26, 0.33, -0.39], [-1.55, 0.58, -0.04], [0.27, -0.91, -0.08], [1.08, -1.11, 0.86], [-1.73, 1.45, -0.64], [-2.13, -0.20, 0.23], [1.38, -0.36, 1.59], [1.47, -2.12, 0.99]], "lowdin_charge": [0.036, 0.092, -0.642, 0.098, 0.053, -0.016, 0.135, 0.089, 0.087, 0.069], "smiles": "[H]/N=C(/N)N=C", "orbital_gap_ev": 9.992}

In order of decreasing stability: #two, #one.